C25H17F5N4OsPS4 | ωB97M-V with the def2-TZVPD basis set

```
57
Properties=species:S:1:pos:R:3:forces:R:3
Os 2.003015 -0.084222 -0.798326 0.8 -0.2 0.1
N 2.111666 -1.900313 -4.736984 0.1 0.1 0.0
C 2.319986 -1.478958 -3.487355 0.0 0.2 -0.1
S 1.762445 0.144623 -3.080314 -0.2 -0.2 -0.6
N 2.970415 -2.272156 -2.665824 -0.3 0.4 0.4
N 3.036314 -1.715651 -1.415816 0.2 -0.3 -0.4
C 3.836720 -2.233325 -0.550560 0.1 0.0 0.3
C 3.872002 -1.662244 0.800010 -0.2 -0.1 -0.4
C 4.754501 -2.089641 1.763244 0.0 0.0 0.0
C 4.723954 -1.472723 3.011835 0.0 -0.1 0.0
C 3.805411 -0.474194 3.239677 -0.2 0.2 0.0
C 2.938754 -0.089979 2.217479 0.2 -0.2 0.0
N 2.975694 -0.665468 1.018994 0.4 0.2 0.4
H 1.663618 -1.304706 -5.410808 0.0 0.0 0.0
H 2.490299 -2.784171 -5.032181 0.0 0.0 0.0
H 4.449479 -3.080918 -0.838812 0.0 0.1 0.0
H 5.460822 -2.875365 1.538225 0.0 0.0 0.0
H 5.416469 -1.774529 3.784551 0.0 0.0 0.0
H 3.751413 0.033515 4.191662 0.0 0.0 0.0
H 2.197307 0.676525 2.346232 -0.1 0.2 0.0
F -1.721115 5.900408 -1.340697 0.2 -0.2 0.0
C -0.732107 5.036616 -1.130603 -0.2 0.1 0.0
C -0.392000 4.675309 0.164113 0.0 0.0 0.1
F -1.038429 5.215818 1.193452 0.1 -0.1 -0.2
C 0.629282 3.762166 0.375220 -0.1 0.1 0.1
F 0.967845 3.489449 1.633838 0.1 0.1 -0.2
C 1.306080 3.178360 -0.694634 0.2 0.2 -0.4
S 2.630250 2.069406 -0.343180 -0.4 -0.2 0.6
C 0.963025 3.581615 -1.982247 -0.1 -0.1 0.0
F 1.598486 3.061719 -3.033465 0.0 0.1 0.1
C -0.047020 4.497315 -2.211196 -0.1 0.0 0.0
F -0.379270 4.854602 -3.448876 0.0 -0.1 0.1
S -0.457039 0.915612 2.133584 0.2 0.2 0.1
P -1.244287 -0.272087 0.849694 -0.2 -0.2 0.6
S 0.050344 -0.941083 -0.745662 -0.8 0.1 -0.4
C -2.560257 0.461947 -0.122283 0.0 0.0 -0.4
C -3.884409 0.072796 0.059752 0.0 0.0 0.0
C -4.888768 0.695323 -0.668483 0.0 0.0 0.0
C -4.573982 1.690816 -1.579686 0.0 0.0 0.0
C -3.251701 2.075850 -1.769101 0.0 0.0 0.0
C -2.247540 1.465875 -1.042544 0.1 -0.1 0.1
C -1.891325 -1.814871 1.506865 0.0 -0.2 0.0
C -2.122360 -2.919524 0.684859 0.0 0.1 0.0
C -2.648786 -4.080522 1.222305 0.0 0.0 0.0
C -2.953615 -4.140791 2.576769 0.0 0.0 0.0
C -2.733993 -3.043224 3.393231 0.0 0.0 0.0
C -2.197377 -1.877987 2.863292 0.0 -0.1 0.0
H -4.136155 -0.705813 0.766398 0.0 0.0 0.0
H -5.917292 0.397734 -0.525076 0.0 0.0 0.0
H -5.358817 2.168553 -2.148359 0.0 0.0 0.0
H -3.013709 2.848380 -2.487889 0.0 0.0 0.0
H -1.212583 1.756463 -1.190129 0.0 0.1 0.0
H -1.900023 -2.876088 -0.374308 0.0 0.0 0.0
H -2.825742 -4.936873 0.587365 0.0 0.0 0.0
H -3.365637 -5.048782 2.994667 0.0 0.0 0.0
H -2.977838 -3.091660 4.444977 0.0 0.0 0.0
H -2.012422 -1.018926 3.493111 0.0 0.0 0.0
```
Forces are in eV/Å.

The value obtained for the LUMO energy (alpha / beta) is -5.437 / -5.283 eV. As for the highest occupied orbital energy (alpha / beta): -0.4125 / -0.4075 Ha. The net charge is +1. The orbital gap (alpha / beta) is 5.8 / 5.8 eV. The calculation puts the largest force on an atom at 0.88 eV/A.

These are the natural (NBO) partial charges, in e, on atoms 1 to 8: 0.63 -0.75 0.29 -0.03 -0.40 -0.24 0.10 0.13